Entry 1:
166
Properties=species:S:1:pos:R:3:forces:R:3 method="wB97M-V/def2-TZVPD" e_above_lowest_kj_mol=154.4 total_energy_ev=-228782.543 lumo_ev=-0.997
Ti -0.091253 0.381895 -0.540429 0.4751 0.2553 2.1279
C 2.031977 2.067117 -3.225594 -0.0428 -0.0332 -0.0121
C 0.914604 1.504562 -4.128672 0.0905 -0.1293 0.3556
C 0.637225 2.523668 -5.231219 -0.0690 -0.1729 -0.0570
P -0.530093 0.922300 -3.076149 -0.6084 0.7796 -0.7499
C -1.612380 -0.196215 -4.148497 0.0046 -0.1005 0.2275
C -0.993084 -0.577445 -5.491187 0.1178 -0.0709 0.1534
C -3.052797 0.274386 -4.358200 0.1297 0.0352 0.0421
C -1.560821 2.404536 -2.822264 0.2099 -0.2320 0.3666
C -2.118366 3.181647 -3.836299 -0.0780 0.0702 0.0656
C -2.876611 4.308107 -3.572085 -0.0382 0.0655 -0.0555
C -3.495739 5.135565 -4.666076 0.0251 -0.0728 0.1144
C -3.056408 4.654958 -2.235313 0.0678 -0.0819 -0.0500
C -2.519477 3.901635 -1.213365 0.0637 -0.1681 0.2338
C -1.770864 2.736583 -1.469219 -0.3260 0.5225 -0.5323
N -1.207767 1.950333 -0.458725 -0.5287 0.2595 -0.4673
C -1.306480 2.448336 0.864723 0.2826 0.5554 0.6064
C -2.522302 2.596704 1.528159 0.0270 -0.2332 -0.0977
C -2.590808 3.321966 2.702061 -0.0366 0.0466 -0.1098
C -1.461171 3.936022 3.236079 0.0076 -0.0118 0.0556
C -1.585281 4.821577 4.444565 0.0073 -0.0629 -0.0198
C -0.232655 3.694376 2.632853 -0.0676 -0.0167 0.0162
C -0.132514 2.925923 1.478266 -0.0714 -0.1191 -0.3991
P 1.396385 2.381867 0.618066 0.1759 0.9672 0.7191
C 1.998891 3.969128 -0.199853 -0.1700 -0.2267 -0.1919
C 2.474956 5.086639 0.726250 0.0640 -0.1231 -0.0493
C 0.896498 4.508228 -1.109942 0.1006 -0.0776 0.0134
C 2.692942 2.165134 1.954162 -0.1000 -0.3497 -0.2300
C 2.167361 1.678839 3.301348 0.0465 0.1999 0.0300
C 3.720509 1.189973 1.361052 -0.0599 0.0722 0.0011
H 3.009516 1.783644 -3.611319 0.0868 -0.0030 -0.0361
H 1.961464 1.711223 -2.199691 0.1199 0.0169 -0.0200
H 1.989332 3.156136 -3.206910 -0.0132 -0.0017 -0.0123
H 1.277483 0.582406 -4.591371 -0.0250 -0.0175 0.0570
H 0.304596 3.473441 -4.812672 0.0088 -0.0042 -0.0007
H -0.100153 2.182022 -5.956322 -0.0087 0.0428 -0.0226
H 1.572082 2.702513 -5.768385 0.0010 0.0201 -0.0045
H -1.645942 -1.108058 -3.547600 0.0130 0.0376 0.0129
H -1.640343 -1.306968 -5.981875 -0.0026 -0.0090 -0.0172
H -0.903632 0.282302 -6.154387 0.0086 -0.0143 -0.0336
H -0.015559 -1.038827 -5.360749 0.0221 -0.0032 -0.0501
H -3.118197 1.021061 -5.149100 -0.0355 0.0282 -0.0080
H -3.485949 0.697093 -3.454858 -0.0818 0.0258 -0.0501
H -3.657904 -0.583087 -4.661564 -0.0068 -0.0104 -0.0069
H -1.966942 2.890582 -4.867015 0.0250 0.0209 -0.0120
H -3.133802 4.828116 -5.646199 -0.0160 0.0231 -0.0248
H -3.262536 6.191532 -4.523423 -0.0156 0.0160 -0.0730
H -4.582620 5.032776 -4.652031 -0.0050 0.0274 -0.0711
H -3.631673 5.540091 -1.988252 0.0097 0.0177 0.0203
H -2.671021 4.227356 -0.195597 -0.0273 0.0315 0.0075
H -3.416437 2.164113 1.095385 -0.0225 0.0236 0.0104
H -3.546057 3.430269 3.202530 -0.0080 0.0351 0.0049
H -2.012333 5.787843 4.168367 -0.0027 0.0031 0.0179
H -0.617645 5.003996 4.909545 0.0049 -0.0164 0.0194
H -2.247269 4.365838 5.181360 0.0222 0.0367 0.0580
H 0.659942 4.119900 3.073051 -0.0107 -0.0135 0.0282
H 2.842584 3.642914 -0.819573 -0.0203 0.0029 -0.0046
H 1.734699 5.314056 1.493874 -0.0079 0.0250 0.0113
H 2.618280 5.990041 0.129670 0.0096 0.0294 0.0233
H 3.426608 4.859303 1.203012 -0.0208 0.0464 0.0509
H 0.084884 4.929126 -0.513905 -0.0289 -0.0044 0.0005
H 0.479391 3.728166 -1.741850 -0.0412 0.0996 -0.0457
H 1.287143 5.300198 -1.752644 0.0042 0.0135 -0.0021
H 3.175821 3.129628 2.111569 -0.0640 -0.0126 -0.0906
H 1.475504 0.854322 3.182481 -0.0490 0.0217 0.0591
H 1.655000 2.466185 3.850544 0.0138 -0.0068 0.0124
H 3.003522 1.336552 3.912522 0.0109 -0.0303 -0.0125
H 3.246172 0.233464 1.131193 0.0571 -0.0425 0.0146
H 4.534546 1.017718 2.066749 0.0042 -0.0100 0.0085
H 4.150526 1.589334 0.438239 0.0186 -0.0646 -0.0349
O 4.086134 -3.105422 4.534842 0.0088 -0.0051 0.0519
C 3.332857 -2.886342 3.620890 0.0159 -0.0670 -0.0031
S 2.128348 -1.603114 3.638027 -0.0109 0.1470 -0.0022
C 1.504308 -1.816614 1.988124 0.5183 -0.3347 -0.0335
C 1.972775 -2.906887 1.307122 -0.1095 0.4439 0.4164
S 1.456524 -3.595027 -0.156270 -0.0414 -0.2106 -0.5118
S 3.283738 -3.792596 2.116894 -0.2379 0.0555 -0.1395
S 0.232428 -0.672007 1.591675 0.0114 0.0279 -0.3939
C -5.279281 -0.911815 2.181087 0.0210 0.1176 0.1811
C -4.368555 -1.222245 3.374738 0.2072 -0.1059 -0.2993
C -4.954504 -2.378666 4.192489 0.0768 0.1103 0.0321
P -2.578537 -1.286801 2.759196 -0.5642 -0.3541 0.6276
C -1.669113 -0.883330 4.359112 -0.0852 0.2611 -0.2279
C -1.503007 0.637075 4.410278 0.0873 -0.1402 -0.0749
C -2.244859 -1.364546 5.688965 0.1882 -0.0927 -0.0794
C -2.130182 -3.096590 2.448929 -0.0282 0.2175 -0.1029
C -1.519327 -3.915061 3.583654 -0.0283 0.0422 -0.1086
C -3.270282 -3.885283 1.798243 0.1448 0.1167 0.0529
H -6.304060 -0.731368 2.518222 -0.0273 0.0003 -0.0517
H -5.295266 -1.745414 1.477456 -0.0508 -0.0014 -0.0310
H -4.924885 -0.029073 1.645655 -0.0508 0.0100 -0.0417
H -4.348741 -0.320251 3.998862 0.0246 -0.0300 0.0201
H -5.428876 -3.104418 3.532457 0.0063 -0.0439 0.0299
H -5.722107 -2.009776 4.877727 -0.0404 -0.0272 -0.0073
H -4.200974 -2.890884 4.785574 -0.0572 -0.0653 0.0101
H -0.676353 -1.318734 4.225364 -0.0099 -0.0081 0.0256
H -2.471722 1.128063 4.530690 -0.0257 0.0414 0.0401
H -1.052172 1.000520 3.487722 0.0142 0.1006 0.0131
H -0.865590 0.927466 5.249978 -0.0181 0.0307 0.0275
H -3.247994 -0.972262 5.860562 -0.0158 -0.0200 0.0210
H -1.605533 -0.996685 6.495984 -0.0230 -0.0006 0.0376
H -2.267633 -2.449682 5.764736 -0.0710 0.0162 0.0378
H -1.349210 -2.975939 1.687852 0.0542 -0.0607 0.0396
H -2.236588 -4.083176 4.388068 0.0084 -0.0281 0.0140
H -0.624516 -3.448639 3.995150 0.0037 -0.0251 0.0331
H -1.230814 -4.892649 3.188282 0.0525 -0.0070 0.0404
H -3.938209 -4.283862 2.560457 -0.0683 -0.0103 -0.0613
H -2.860499 -4.728174 1.237011 -0.0175 -0.0235 -0.0032
H -3.846214 -3.266718 1.110390 -0.0745 -0.0443 -0.0765
C -4.603535 -3.581409 -2.312794 -0.0024 0.0122 0.0453
C -3.622728 -2.605790 -1.741687 0.1505 0.0272 0.0656
C -2.318883 -2.975364 -1.435626 -0.1960 0.0540 -0.0510
C -1.439040 -2.033217 -0.945371 0.0835 -0.2602 -0.0636
N -1.775808 -0.751185 -0.762827 -0.9063 -0.7807 -0.4331
C -3.044672 -0.396473 -1.006699 -0.2805 0.1416 0.0992
C -3.984486 -1.282387 -1.482798 0.0910 -0.0456 0.0507
H -4.117448 -4.523091 -2.558678 -0.0323 -0.0189 -0.0061
H -5.062419 -3.174459 -3.214599 -0.0236 -0.0159 -0.0065
H -5.402966 -3.779625 -1.596222 -0.0061 -0.0119 -0.0047
H -1.973347 -3.991329 -1.571786 0.0367 -0.0048 0.0068
H -0.420297 -2.327741 -0.687952 -0.0253 -0.0859 0.0081
H -3.303505 0.635789 -0.811055 0.0852 0.0180 -0.0531
H -4.993547 -0.938913 -1.669959 0.0002 0.0287 0.0146
O 0.567568 -1.350788 -2.828671 0.3418 -0.1476 0.2565
C 1.575536 -1.078060 -2.175296 0.3538 -0.5499 -0.9177
O 1.524988 -0.276348 -1.147960 1.0303 -0.5193 -0.6916
C 2.941523 -1.557534 -2.611668 -0.0954 0.1106 0.0117
C 2.909803 -2.280560 -3.959728 0.2397 0.0966 0.0017
Ge 4.671550 -2.198394 -4.869954 -0.1143 -0.0069 0.0372
C 5.289560 -0.327840 -4.738349 -0.0937 -0.3367 -0.0100
C 4.664249 0.640392 -5.523768 -0.0210 -0.0411 0.0240
C 5.066376 1.967291 -5.475374 -0.0544 0.0118 -0.0372
C 6.091387 2.347237 -4.620634 0.0105 0.0379 0.0119
C 6.709716 1.398443 -3.819666 0.0242 0.0109 0.0503
C 6.313466 0.068789 -3.882275 -0.0266 -0.0663 -0.0005
C 5.908817 -3.482882 -4.048321 -0.1877 0.2369 -0.1164
C 6.096821 -3.525977 -2.667128 -0.0390 0.0734 -0.0595
C 6.914977 -4.486971 -2.094136 0.0359 -0.0186 0.0891
C 7.556457 -5.420068 -2.896548 0.0005 0.0131 -0.0303
C 7.380410 -5.385367 -4.272148 0.0363 -0.0584 -0.0101
C 6.559955 -4.423930 -4.842976 -0.0297 0.0971 -0.0157
C 4.539493 -2.624767 -6.786387 -0.0130 0.0348 0.2890
C 3.825029 -3.746327 -7.205712 -0.0099 0.0443 0.0960
C 3.773375 -4.097635 -8.546181 -0.0464 -0.0518 -0.0132
C 4.432837 -3.323545 -9.490285 0.0230 0.0193 -0.0196
C 5.150474 -2.206370 -9.088309 0.0011 -0.0098 -0.0296
C 5.206882 -1.864682 -7.744145 0.0137 0.0132 0.0489
H 3.298475 -2.230669 -1.831664 0.0266 0.0538 0.1707
H 3.597671 -0.679818 -2.624853 -0.0264 0.0065 0.0717
H 2.153503 -1.825821 -4.602515 0.0710 0.0168 -0.0912
H 2.597554 -3.313917 -3.801683 0.0407 -0.0387 -0.0909
H 3.854648 0.345187 -6.185043 0.0207 0.0627 -0.0520
H 4.579293 2.704288 -6.102487 0.0021 0.0131 0.0030
H 6.407059 3.381886 -4.578332 0.0050 0.0032 -0.0024
H 7.505818 1.693565 -3.147814 0.0072 -0.0016 -0.0010
H 6.805650 -0.671459 -3.260933 0.0505 0.0297 -0.0025
H 5.593749 -2.805296 -2.031689 0.0120 -0.0435 0.0626
H 7.044733 -4.512840 -1.019740 -0.0029 -0.0027 0.0039
H 8.190268 -6.175663 -2.450940 0.0042 0.0006 0.0159
H 7.878280 -6.111912 -4.902040 0.0038 -0.0045 0.0051
H 6.416468 -4.401143 -5.917245 0.0439 -0.0594 -0.0056
H 3.310399 -4.353024 -6.468202 -0.0307 -0.0586 -0.0506
H 3.222717 -4.977571 -8.854300 -0.0139 0.0102 -0.0040
H 4.391930 -3.592584 -10.537921 -0.0017 -0.0102 -0.0048
H 5.671288 -1.604092 -9.821997 0.0060 0.0015 -0.0007
H 5.778271 -0.997868 -7.432920 0.0135 0.0089 -0.0571

Entry 2:
9
Properties=species:S:1:pos:R:3:forces:R:3 method="wB97M-V/def2-TZVPD" e_above_lowest_kj_mol=275.4 total_energy_ev=-10215.335 lumo_ev=-0.146 smiles="[H]/N=C(/C#N)OC=O"
H 1.827821 1.105101 0.798767 -0.5364 0.4597 1.1195
N 1.406778 1.132627 -0.112571 0.0583 -0.0889 0.7002
C 0.417887 0.363126 -0.278439 1.0935 0.4034 0.3630
C 0.418542 0.054009 -1.724196 0.8977 0.5837 0.0102
N 1.311540 0.320376 -2.422362 -1.7714 -1.2352 -1.5078
O -0.156959 -0.287953 0.786158 0.1161 -0.2938 -0.1704
C -1.433084 -0.763289 0.918619 -0.3021 0.0109 -0.4308
O -2.312256 -0.660846 0.123374 0.4709 0.0357 0.1868
H -1.490591 -1.247619 1.907892 -0.0265 0.1244 -0.2705

Entry 3:
13
Properties=species:S:1:pos:R:3:forces:R:3 method="wB97M-V/def2-TZVPD" e_above_lowest_kj_mol=378.4 total_energy_ev=-7795.722 lumo_ev=0.841
C -0.069938 0.669208 1.509914 0.1526 -0.1606 0.1708
C -0.315014 -0.484030 0.551629 -0.4188 1.0254 -0.8245
C 0.755202 -1.095910 -0.178349 0.4249 0.5035 -0.7502
N 1.192764 -0.276405 -1.108592 0.5449 -1.1196 0.1946
C 0.062386 0.516083 -1.244603 -1.1016 -0.3786 1.3740
O -0.921901 0.177922 -2.125954 0.3201 -0.1297 -0.1233
H -0.924785 1.350238 1.540762 0.0286 -0.1011 -0.0447
H 0.080172 0.297333 2.530220 0.0286 0.0894 -0.0275
H 0.808795 1.250608 1.227196 -0.0105 -0.0550 0.0054
H -1.128667 -1.134517 0.880022 -0.0632 0.0961 -0.0508
H 1.153563 -2.102951 -0.032405 0.1725 0.1351 -0.0194
H 0.162856 1.602723 -1.236513 -0.0678 -0.0311 0.0502
H -0.855433 -0.770303 -2.313326 -0.0104 0.1262 0.0453